# 1
This record from the Open Molecules 2025 dataset describes 3 unconnected molecules or ions with the total composition C46H54ClFN3O10 in a non-equilibrium geometry. The level of theory is wB97M-V/def2-TZVPD.

```
115
C46H54ClFN3O10 (wB97M-V/def2-TZVPD)
C -6.071 -1.954 2.479
C -4.842 -2.765 2.067
C -3.934 -2.125 0.990
F -4.650 -1.237 0.211
C -2.638 -1.553 1.536
C -1.653 -2.503 1.906
C -1.891 -3.990 1.740
C -0.425 -2.100 2.458
C 0.645 -3.076 2.891
C 1.546 -3.520 1.736
O 2.902 -3.250 2.082
C 3.692 -3.008 0.932
C 3.542 -1.535 0.591
O 4.346 -1.194 -0.552
C 3.592 -0.514 -1.502
C 3.218 -1.171 -2.668
C 2.407 -0.497 -3.588
C 1.963 0.810 -3.368
C 1.047 1.537 -4.355
C 0.249 2.664 -3.677
C 2.010 2.228 -5.357
C 0.166 0.599 -5.192
C -1.124 0.008 -4.554
C -2.378 0.812 -4.909
C -1.317 -1.380 -5.199
C -1.067 -0.223 -3.041
C 2.399 1.454 -2.200
C 3.208 0.803 -1.271
C -0.191 -0.740 2.603
C -1.136 0.184 2.235
C -2.372 -0.180 1.707
C -3.340 0.930 1.354
C -4.425 1.190 2.401
C -3.903 1.471 3.805
Cl -4.065 0.044 4.864
C -0.549 1.549 2.514
O -0.932 2.622 2.154
N 0.626 1.354 3.275
C 0.343 1.687 4.772
O 0.744 2.768 5.156
O -0.274 0.785 5.330
C 1.001 0.004 3.144
O 2.090 -0.428 3.370
H -6.827 -2.643 2.846
H -5.820 -1.329 3.328
H -6.477 -1.360 1.671
H -5.202 -3.704 1.642
H -4.251 -3.042 2.929
H -3.644 -2.932 0.326
H -2.541 -4.344 2.536
H -2.334 -4.247 0.784
H -0.974 -4.558 1.813
H 1.268 -2.570 3.619
H 0.216 -3.925 3.414
H 1.459 -4.606 1.622
H 1.266 -3.037 0.803
H 4.736 -3.190 1.173
H 3.372 -3.631 0.097
H 2.496 -1.363 0.342
H 3.766 -0.912 1.452
H 3.520 -2.188 -2.852
H 2.134 -1.044 -4.476
H -0.650 2.927 -4.221
H 0.032 2.440 -2.640
H 0.886 3.540 -3.647
H 2.770 2.777 -4.808
H 2.538 1.458 -5.920
H 1.470 2.885 -6.033
H -0.152 1.182 -6.059
H 0.740 -0.227 -5.596
H -3.233 0.271 -4.507
H -2.355 1.826 -4.529
H -2.511 0.803 -5.989
H -1.327 -1.328 -6.286
H -0.457 -1.992 -4.920
H -2.190 -1.887 -4.797
H -0.150 -0.700 -2.716
H -1.229 0.707 -2.504
H -1.909 -0.859 -2.771
H 2.101 2.469 -1.988
H 3.507 1.302 -0.362
H -2.748 1.837 1.305
H -3.782 0.816 0.374
H -4.960 2.075 2.055
H -5.154 0.391 2.424
H -2.877 1.815 3.793
H -4.482 2.261 4.266
C 0.565 9.534 -6.090
C 1.812 8.924 -6.045
C 2.023 7.836 -5.213
C 0.974 7.376 -4.440
C -0.273 7.972 -4.467
C -0.474 9.061 -5.300
N 1.187 6.209 -3.569
O 2.298 5.715 -3.552
O 0.240 5.805 -2.929
H 0.403 10.381 -6.744
H 2.620 9.294 -6.660
H 2.989 7.356 -5.171
H -1.075 7.596 -3.850
H -1.443 9.538 -5.334
C 3.280 -3.694 5.483
C 3.090 -3.419 6.831
C 2.758 -4.439 7.709
C 2.620 -5.725 7.218
C 2.794 -6.017 5.876
C 3.128 -4.991 5.009
N 2.286 -6.814 8.147
O 2.119 -6.532 9.317
O 2.198 -7.939 7.693
H 3.537 -2.897 4.797
H 3.199 -2.408 7.198
H 2.608 -4.231 8.758
H 2.672 -7.026 5.512
H 3.265 -5.193 3.955
```

Its frontier orbital gap is 6.168 eV. For the HOMO energy, the calculation gives -5.415 eV. The spin multiplicity is 1. The charge is -1.

Results of the Löwdin charge analysis, in e, for atoms 1 through 5: -0.102, -0.164, -0.275, -0.008, -0.045

# 2
This record from the Open Molecules 2025 dataset describes a molecular structure, C46H54F3N3O3S2 in a non-equilibrium geometry. The level of theory is wB97M-V/def2-TZVPD.

```
111
C46H54F3N3O3S2 (wB97M-V/def2-TZVPD)
C 0.962 -2.433 -0.282
C 1.648 -1.793 0.916
C 0.768 -1.986 2.154
C 2.966 -2.544 1.132
C 1.959 -0.288 0.734
C 2.623 0.357 1.780
C 2.906 1.711 1.706
C 2.805 2.390 0.505
C 2.412 1.703 -0.645
C 2.863 2.262 -2.020
C 1.736 3.061 -2.668
C 3.354 1.136 -2.929
C 4.043 3.236 -1.848
C 1.658 0.494 -0.417
N 0.377 0.305 -1.062
C -0.808 0.431 -0.329
C -0.846 1.010 0.996
C -2.184 0.925 1.687
C -2.935 -0.264 1.744
C -4.191 -0.246 2.321
C -4.665 0.902 2.971
C -3.824 2.014 3.099
C -2.620 2.044 2.431
N -1.814 0.646 -1.272
C -3.194 1.019 -1.036
C -3.546 2.356 -0.664
C -2.692 3.619 -0.984
C -3.264 4.873 -0.310
C -2.697 3.831 -2.499
C -1.259 3.538 -0.505
C -4.853 2.570 -0.192
C -5.854 1.664 -0.493
C -5.545 0.518 -1.190
C -4.213 0.088 -1.327
C -4.047 -1.361 -1.868
C -5.152 -2.256 -1.279
C -2.748 -2.069 -1.513
C -4.223 -1.320 -3.389
C -1.267 0.510 -2.552
C 0.049 0.278 -2.419
H 1.561 -2.329 -1.193
H 0.837 -3.505 -0.079
H -0.035 -2.018 -0.445
H 1.266 -1.639 3.067
H -0.169 -1.424 2.045
H 0.521 -3.050 2.275
H 3.498 -2.198 2.023
H 2.763 -3.616 1.249
H 3.622 -2.419 0.262
H 2.917 -0.170 2.686
H 3.286 2.212 2.582
H 3.124 3.435 0.464
H 1.370 3.830 -1.975
H 2.110 3.558 -3.573
H 0.896 2.424 -2.957
H 4.231 0.653 -2.479
H 2.599 0.367 -3.094
H 3.646 1.553 -3.901
H 4.878 2.766 -1.315
H 4.408 3.548 -2.834
H 3.742 4.144 -1.315
H -0.114 1.939 0.887
H -2.508 -1.205 1.367
H -4.829 -1.130 2.269
H -5.669 0.947 3.380
H -4.106 2.886 3.690
H -2.007 2.948 2.523
H -3.251 4.777 0.786
H -2.642 5.741 -0.577
H -4.286 5.091 -0.643
H -2.219 2.994 -3.022
H -3.729 3.923 -2.859
H -2.154 4.754 -2.745
H -0.696 2.731 -0.978
H -0.735 4.482 -0.717
H -1.239 3.416 0.575
H -5.113 3.484 0.344
H -6.899 1.873 -0.212
H -6.348 -0.089 -1.604
H -6.147 -2.005 -1.663
H -4.960 -3.303 -1.543
H -5.164 -2.179 -0.183
H -1.894 -1.713 -2.089
H -2.542 -1.999 -0.440
H -2.861 -3.136 -1.755
H -3.446 -0.712 -3.867
H -4.167 -2.335 -3.803
H -5.197 -0.890 -3.654
H -1.896 0.611 -3.415
H 0.766 0.060 -3.183
F 0.470 3.841 1.854
C 0.434 3.018 2.952
F 1.696 2.967 3.457
F -0.339 3.671 3.844
S -0.046 1.271 2.728
N 0.931 1.120 5.467
C 2.221 0.719 5.638
O 3.044 0.422 4.759
C 2.446 0.757 7.118
C 1.266 0.950 7.817
C 1.225 1.068 9.186
C 2.433 0.997 9.883
C 3.640 0.804 9.196
C 3.646 0.672 7.810
S -0.129 1.137 6.700
O -0.735 2.419 6.863
O -0.931 -0.071 6.713
H 0.254 1.220 9.650
H 2.432 1.095 10.959
H 4.573 0.764 9.754
H 4.555 0.538 7.227
```

Its frontier orbital gap is 7.035 eV. For the HOMO energy, the calculation gives -7.522 eV. The spin multiplicity is 1.

Results of the Löwdin charge analysis, in e, for atoms 1 through 5: -0.050, -0.534, -0.031, -0.038, -0.116

# 3
This record from the Open Molecules 2025 dataset describes a molecular structure, C46H55GeN4O3PSbTeW in a non-equilibrium geometry. The level of theory is wB97M-V/def2-TZVPD.

```
113
C46H55GeN4O3PSbTeW (wB97M-V/def2-TZVPD)
W 0.345 -0.283 -0.676
C -0.594 1.329 -5.985
C -1.599 0.511 -5.493
C -1.769 0.357 -4.120
C -0.919 1.016 -3.248
C 0.081 1.848 -3.735
C 0.245 2.004 -5.102
N -1.012 0.797 -1.836
C -1.672 1.716 -1.098
C -2.421 2.805 -1.606
C -2.946 3.724 -0.749
C -2.744 3.623 0.651
C -2.048 2.567 1.180
C -1.545 1.586 0.328
N -0.825 0.475 0.747
N 0.026 0.775 1.795
C 1.090 -0.009 1.909
C 1.981 0.263 2.992
C 3.088 -0.482 3.144
C 3.376 -1.506 2.183
C 2.531 -1.721 1.161
N 1.337 -1.039 0.992
H -0.462 1.443 -7.054
H -2.260 -0.011 -6.174
H -2.562 -0.270 -3.726
H 0.718 2.364 -3.030
H 1.030 2.646 -5.484
H -2.551 2.903 -2.676
H -3.511 4.558 -1.147
H -3.141 4.383 1.313
H -1.867 2.474 2.243
H 1.710 1.087 3.643
H 3.769 -0.301 3.969
H 4.281 -2.096 2.255
H 2.743 -2.459 0.408
C 1.134 -4.461 -0.552
Ge -0.141 -3.682 -1.827
C 0.424 -4.009 -3.684
C -1.677 -4.922 -1.763
C -0.928 -1.965 -1.200
H 0.926 -5.532 -0.496
H 1.005 -4.040 0.446
H 2.173 -4.352 -0.877
H 0.316 -5.087 -3.819
H 1.448 -3.716 -3.923
H -0.251 -3.508 -4.384
H -2.394 -4.685 -0.976
H -1.324 -5.946 -1.605
H -2.208 -4.901 -2.721
H -1.650 -2.353 -0.488
H -1.519 -1.683 -2.074
C 4.519 4.033 -1.735
C 3.178 3.349 -1.865
O 3.322 1.895 -1.800
P 2.734 1.055 -0.574
O 1.192 1.486 -0.540
Te 2.071 -1.049 -2.507
O 3.270 1.845 0.692
C 4.691 1.749 0.992
C 5.044 2.790 2.017
H 4.407 5.094 -1.963
H 5.230 3.593 -2.435
H 4.920 3.943 -0.724
H 2.749 3.562 -2.842
H 2.481 3.681 -1.099
H 5.268 1.889 0.077
H 4.912 0.753 1.372
H 4.814 3.795 1.658
H 6.115 2.733 2.220
H 4.499 2.621 2.948
C -2.331 -5.154 1.675
C -2.514 -4.875 3.151
C -2.917 -5.908 3.998
C -3.119 -5.694 5.353
C -2.904 -4.429 5.888
C -2.494 -3.391 5.058
C -2.307 -3.591 3.683
Sb -1.770 -1.926 2.367
C -3.808 -1.143 2.385
C -4.434 -1.026 3.632
C -5.756 -0.620 3.746
C -6.477 -0.305 2.602
C -5.865 -0.404 1.362
C -4.541 -0.833 1.231
C -3.970 -0.976 -0.160
C -1.038 -0.775 4.049
C -1.632 0.449 4.368
C -1.159 1.225 5.420
C -0.093 0.764 6.183
C 0.495 -0.455 5.881
C 0.053 -1.232 4.805
C 0.735 -2.552 4.535
H -2.266 -6.226 1.483
H -1.423 -4.682 1.293
H -3.187 -4.762 1.113
H -3.075 -6.899 3.582
H -3.437 -6.511 5.991
H -3.049 -4.246 6.947
H -2.302 -2.424 5.506
H -3.889 -1.268 4.534
H -6.217 -0.555 4.726
H -7.513 0.010 2.673
H -6.427 -0.161 0.465
H -4.582 -0.430 -0.881
H -3.957 -2.026 -0.464
H -2.959 -0.591 -0.215
H -2.479 0.797 3.788
H -1.623 2.179 5.644
H 0.279 1.352 7.015
H 1.323 -0.817 6.484
H 1.774 -2.528 4.872
H 0.724 -2.813 3.473
H 0.227 -3.356 5.070
```

Its frontier orbital gap (spin up / spin down) is 4.963 / 4.838 eV. Its expectation value of S² is 2.40. For the HOMO energy (spin up / spin down), the calculation gives -9.945 / -9.988 eV. The spin multiplicity is 3. The charge is +1.

Results of the Löwdin charge analysis, in e, for atoms 1 through 5: 1.316, -0.071, -0.061, -0.023, -0.329

# 4
This record from the Open Molecules 2025 dataset describes a molecular structure, C46H56F5N4O2S3SiY in a non-equilibrium geometry. The level of theory is wB97M-V/def2-TZVPD.

```
118
C46H56F5N4O2S3SiY (wB97M-V/def2-TZVPD)
Y -0.771 1.291 0.081
C -3.563 4.776 -1.812
C -2.645 5.699 -2.270
C -1.344 5.657 -1.793
C -1.012 4.689 -0.864
N -1.873 3.751 -0.478
C -3.124 3.793 -0.946
C 0.279 4.690 -0.102
C 1.195 5.725 -0.177
C 2.257 5.729 0.709
C 2.341 4.744 1.673
C 1.390 3.740 1.674
N 0.416 3.694 0.772
C 1.331 2.678 2.724
C 2.141 2.700 3.845
C 1.952 1.740 4.824
C 0.952 0.798 4.659
C 0.205 0.837 3.497
N 0.399 1.749 2.543
H -4.593 4.782 -2.150
H -2.933 6.449 -2.998
H -0.613 6.383 -2.130
H -3.786 3.017 -0.590
H 1.073 6.525 -0.894
H 2.997 6.521 0.672
H 3.138 4.761 2.403
H 2.900 3.462 3.971
H 2.572 1.740 5.713
H 0.749 0.046 5.413
H -0.593 0.118 3.326
S -2.729 1.938 2.161
C -3.185 0.325 1.839
N -2.548 -0.464 0.993
C -3.198 -1.701 0.823
C -2.850 -2.704 -0.084
C -3.596 -3.871 -0.126
C -4.685 -4.062 0.731
C -5.053 -3.063 1.622
C -4.307 -1.886 1.647
S -4.565 -0.442 2.582
H -2.025 -2.559 -0.767
H -3.333 -4.643 -0.843
H -5.259 -4.980 0.682
H -5.913 -3.187 2.274
C 0.305 -2.157 -0.739
C 1.683 -1.495 -0.819
C 2.179 -1.435 0.609
C 2.618 -2.423 -1.605
Si 1.508 0.336 -1.469
C 1.113 0.272 -3.377
C 2.299 -0.010 -4.318
C 0.053 -0.819 -3.627
C 0.481 1.612 -3.810
C 3.193 1.286 -1.199
C 3.381 1.610 0.296
C 4.481 0.588 -1.671
C 3.085 2.628 -1.938
H 0.382 -3.130 -0.219
H -0.140 -2.337 -1.717
H -0.409 -1.560 -0.166
H 2.225 -2.452 1.029
H 0.703 -1.227 1.899
H 3.183 -1.026 0.653
H 2.655 -3.424 -1.135
H 3.643 -2.046 -1.660
H 2.263 -2.567 -2.632
H 2.842 -0.926 -4.057
H 3.018 0.817 -4.328
H 1.932 -0.128 -5.354
H 0.492 -1.824 -3.610
H -0.395 -0.677 -4.626
H -0.769 -0.794 -2.900
H 1.207 2.428 -3.849
H -0.337 1.923 -3.150
H 0.052 1.511 -4.824
H 3.773 0.769 0.872
H 2.444 1.905 0.771
H 4.101 2.441 0.416
H 4.713 -0.287 -1.052
H 5.340 1.279 -1.578
H 4.438 0.258 -2.712
H 2.141 3.153 -1.729
H 3.163 2.507 -3.022
H 3.912 3.288 -1.621
F -4.588 -0.093 -6.505
C -4.017 0.237 -5.350
C -4.109 -0.593 -4.257
F -4.768 -1.744 -4.358
C -3.520 -0.240 -3.062
F -3.620 -1.093 -2.042
C -2.808 0.944 -2.880
O -2.236 1.258 -1.736
C -2.734 1.753 -4.015
F -2.046 2.896 -3.978
C -3.319 1.412 -5.219
F -3.204 2.232 -6.263
C -0.012 -5.675 1.768
C -0.865 -5.523 3.027
C -1.561 -4.170 3.132
S -0.451 -2.748 3.291
O 1.331 -0.623 1.466
C 0.263 -3.070 4.926
C 1.708 -3.569 4.877
C 2.694 -2.450 4.552
H 0.461 -6.659 1.723
H 0.779 -4.918 1.732
H -0.625 -5.554 0.866
H -0.256 -5.697 3.920
H -1.647 -6.291 3.036
H -2.250 -4.135 3.975
H -2.139 -3.970 2.233
H -0.394 -3.786 5.422
H 0.202 -2.135 5.489
H 1.785 -4.359 4.125
H 1.962 -4.023 5.840
H 2.400 -1.912 3.640
H 3.705 -2.838 4.397
H 2.738 -1.719 5.369
```

Its frontier orbital gap is 6.217 eV. For the HOMO energy, the calculation gives -6.810 eV. The spin multiplicity is 1. The value obtained for the energy relative to the best compared isomer or geometry (same formula, charge and spin) is 21.6 kcal per mole.

Results of the Löwdin charge analysis, in e, for atoms 1 through 5: 1.437, -0.039, -0.046, -0.005, -0.212